Record 1
This record from the OMol25 dataset describes C21H25N3O2 in the gas phase. The level of theory is ωB97M-V with the def2-TZVPD basis set.

Results
**Energy above the lowest of the compared OMol25 structures with the same formula, charge and spin**: 1.0049 eV
**F_max**: 0.5 eV Å⁻¹
**SMILES string**: CN(CCNC(=O)c1cccc(N2CCCC2=O)c1)Cc1ccccc1
**Charge**: 0
**HOMO energy**: -0.313 hartree
**Calculated total energy**: -1130.0162 a.u.

CARTESIAN COORDINATES (ANGSTROEM)
C -4.75022 -1.80968 0.95681
N -3.68924 -1.51791 0.01572
C -3.11055 -2.72875 -0.54932
C -1.94141 -3.19304 0.33016
N -0.99580 -2.11313 0.46552
C 0.21780 -2.11458 -0.13066
O 0.72073 -3.11536 -0.60857
C 0.92628 -0.79838 -0.10160
C 2.31336 -0.82428 -0.03374
C 3.05170 0.35603 -0.01765
C 2.37129 1.57298 -0.08393
C 0.99305 1.59300 -0.18327
C 0.26021 0.41911 -0.19118
H -0.81327 0.46477 -0.30153
H 0.48196 2.54168 -0.25446
H 2.92565 2.49570 -0.07995
N 4.44654 0.30754 0.07278
C 5.31517 1.30695 -0.26554
O 5.03059 2.41811 -0.64540
C 6.72704 0.76569 -0.10245
C 6.55059 -0.46425 0.77764
H 6.61123 -0.18374 1.82997
H 7.28803 -1.24007 0.58325
C 5.13175 -0.92169 0.43761
H 5.13597 -1.61994 -0.40825
H 4.63318 -1.39695 1.28480
H 7.10025 0.50351 -1.09494
H 7.38462 1.52432 0.31688
H 2.78624 -1.79281 -0.00897
H -1.40578 -1.23907 0.75737
H -1.42154 -4.03475 -0.13085
H -2.29896 -3.48789 1.32125
H -2.71511 -2.51003 -1.54400
H -3.85058 -3.53665 -0.64759
C -4.10643 -0.53692 -0.96931
C -4.25343 0.84097 -0.37346
C -3.49080 1.23664 0.71788
C -3.59983 2.51791 1.22755
C -4.47274 3.42379 0.64998
C -5.23946 3.03787 -0.43613
C -5.13084 1.75490 -0.94252
H -5.73222 1.45898 -1.79076
H -5.92590 3.73753 -0.89000
H -4.55720 4.42494 1.04575
H -2.99957 2.80974 2.07703
H -2.81968 0.52762 1.17900
H -5.05135 -0.82317 -1.46527
H -3.33327 -0.48313 -1.74484
H -5.61099 -2.30199 0.47700
H -4.37059 -2.46201 1.74103
H -5.09236 -0.88147 1.41150

Cartesian forces, eV/Å:
0.00 0.02 0.07
-0.05 0.02 -0.25
0.29 -0.14 0.19
-0.16 -0.13 -0.26
-0.28 0.15 0.11
-0.04 -0.01 0.21
0.16 -0.13 -0.14
0.20 0.29 -0.14
0.00 -0.02 0.00
-0.46 0.08 -0.08
0.02 0.18 -0.02
0.01 -0.03 0.04
0.04 -0.18 0.02
-0.13 -0.02 0.00
-0.03 0.08 -0.02
0.02 0.01 0.00
-0.04 -0.27 0.24
0.51 0.19 -0.04
-0.07 0.24 -0.11
0.03 0.01 0.10
-0.02 0.01 -0.10
-0.02 -0.03 -0.01
-0.02 -0.03 0.05
0.13 -0.29 0.06
-0.05 -0.03 0.10
0.01 -0.01 -0.10
0.00 0.03 -0.03
-0.06 0.04 -0.07
0.08 -0.08 -0.01
0.14 -0.03 -0.03
-0.08 0.03 0.12
0.01 -0.07 -0.08
-0.03 -0.01 0.03
0.00 0.05 -0.05
0.09 -0.04 -0.07
-0.07 0.05 -0.03
0.00 -0.03 -0.02
0.05 0.06 0.04
-0.02 0.11 0.03
-0.04 0.09 -0.04
0.04 -0.07 0.02
-0.07 -0.05 -0.08
-0.05 0.06 -0.03
-0.01 0.08 0.04
0.04 0.02 0.07
0.04 -0.06 0.05
0.08 0.03 -0.01
-0.09 -0.09 0.03
0.01 0.00 -0.01
-0.06 -0.03 0.09
-0.05 -0.04 0.09


Record 2
This record from the OMol25 dataset describes C21H25N3O2 in the gas phase at a distorted geometry. The level of theory is ωB97M-V with the def2-TZVPD basis set.

Results
**Energy above the lowest of the compared OMol25 structures with the same formula, charge and spin**: 2.1456 eV
**F_max**: 1.1 eV Å⁻¹
**SMILES string**: CCOc1c2ccc(C(=O)NCCCCc3ccccc3)cc2nn1C
**Charge**: 0
**HOMO energy**: -0.282 hartree
**Calculated total energy**: -1129.9743 a.u.

CARTESIAN COORDINATES (ANGSTROEM)
C 0.02775 -5.22810 -3.60191
C -1.32630 -4.62922 -3.96319
H -1.81860 -4.20996 -3.07864
H -1.97738 -5.39451 -4.39378
O -1.23409 -3.64489 -4.97835
C -0.63066 -2.47236 -4.67229
N -0.31037 -1.66937 -5.70551
N 0.25008 -0.52007 -5.33452
C 0.31085 -0.56862 -4.00371
C 0.82695 0.39016 -3.12012
C 0.76159 0.14434 -1.77211
C 0.21899 -1.06941 -1.28068
C -0.26811 -2.03227 -2.11751
C -0.24606 -1.79932 -3.50572
H -0.65746 -2.95253 -1.70767
H 0.22580 -1.25527 -0.21576
C 1.31465 1.17349 -0.84376
O 2.29574 1.84056 -1.10999
N 0.61875 1.32641 0.30992
H -0.20804 0.77448 0.47035
C 1.02199 2.24610 1.34671
H 0.22565 2.97932 1.50853
H 1.90810 2.76138 0.96763
C 1.35063 1.51288 2.64847
C 1.99573 2.42058 3.69429
H 2.33216 1.80143 4.52888
H 2.87393 2.90044 3.25776
C 1.05337 3.50438 4.23661
C -0.14812 2.90558 4.91063
C -1.39207 2.89853 4.29351
C -2.48628 2.31753 4.91090
C -2.35071 1.73318 6.15788
C -1.11582 1.73694 6.78465
C -0.02518 2.31845 6.16470
H 0.93506 2.32338 6.66111
H -1.00398 1.28738 7.76075
H -3.20389 1.28051 6.64143
H -3.44764 2.32271 4.41742
H -1.50938 3.35865 3.32220
H 0.73941 4.15953 3.42356
H 1.60830 4.10888 4.95830
H 2.04427 0.70160 2.41521
H 0.44000 1.07071 3.06144
H 1.26170 1.30254 -3.49416
C -0.54651 -1.95469 -7.09110
H -1.61775 -1.97302 -7.29868
H -0.07060 -1.16902 -7.67263
H -0.12361 -2.92628 -7.34842
H 0.69256 -4.46424 -3.20536
H 0.48889 -5.66511 -4.48438
H -0.10426 -6.00379 -2.85290

Cartesian forces, eV/Å:
-0.27 0.27 -0.19
0.11 -0.44 0.38
-0.02 -0.03 -0.12
0.04 0.13 0.13
0.16 0.61 -0.23
0.00 -0.04 -0.22
-0.15 -0.49 0.80
0.39 0.87 -0.18
-0.51 -1.00 -0.26
0.11 0.21 0.54
0.18 0.12 -0.72
-0.22 -0.38 0.05
-0.05 -0.04 0.35
0.09 0.22 -0.35
0.00 -0.05 0.06
0.00 -0.04 0.07
-0.15 0.03 0.06
0.20 0.12 -0.16
-0.26 -0.09 0.21
0.06 0.02 -0.15
0.17 -0.04 0.22
0.10 0.04 -0.04
-0.14 0.04 0.07
0.17 0.20 -0.07
-0.19 -0.04 -0.08
0.08 0.04 0.02
0.09 -0.02 0.03
0.19 -0.14 0.04
-0.02 0.15 -0.03
0.03 0.02 0.01
-0.12 -0.05 -0.01
-0.11 -0.05 0.03
0.01 -0.06 0.08
0.00 0.00 -0.03
0.11 0.01 0.06
0.01 -0.03 0.08
-0.06 -0.03 0.04
-0.07 0.00 -0.03
0.01 0.06 -0.10
-0.01 0.09 0.03
-0.04 0.08 -0.06
-0.06 -0.04 -0.03
0.01 -0.11 -0.01
0.09 0.13 -0.01
-0.11 -0.13 -0.44
0.05 0.00 -0.01
-0.02 -0.06 0.07
-0.02 0.06 -0.01
0.08 0.01 0.07
0.05 -0.06 -0.05
0.01 -0.09 0.10


Record 3
This record from the OMol25 dataset describes C21H25N3O2 in the gas phase. The level of theory is ωB97M-V with the def2-TZVPD basis set.

Results
**Energy above the lowest of the compared OMol25 structures with the same formula, charge and spin**: 0.8958 eV
**F_max**: 0.7 eV Å⁻¹
**SMILES string**: CC(=O)NCCc1nc2ccccc2n1CCCCOc1ccccc1
**Charge**: 0
**HOMO energy**: -0.316 hartree
**Calculated total energy**: -1130.0202 a.u.

CARTESIAN COORDINATES (ANGSTROEM)
C -0.89669 -4.84067 -0.75176
C -1.50552 -3.66672 -0.01195
O -2.59795 -3.69711 0.51761
N -0.72251 -2.56689 -0.02441
H 0.23452 -2.60184 -0.36361
C -1.04918 -1.37410 0.71073
H -1.97405 -1.57083 1.25943
H -1.23027 -0.54725 0.01414
C 0.08417 -1.00767 1.68476
C 1.34624 -0.71436 0.94727
N 1.87494 -1.56960 0.11305
C 3.01144 -0.98096 -0.37673
C 3.94846 -1.44588 -1.29162
C 5.01001 -0.61897 -1.59196
C 5.14827 0.63920 -1.00304
C 4.22715 1.11855 -0.09324
C 3.15580 0.29447 0.21173
N 2.08059 0.43869 1.06045
C 1.78977 1.64067 1.79509
H 1.11031 1.40023 2.61583
C 1.16445 2.72113 0.89944
C -0.05989 2.17683 0.17324
H 0.25170 1.41825 -0.54911
C -0.84921 3.24145 -0.59073
H -1.32719 3.94700 0.10202
H -0.18748 3.80642 -1.25285
O -1.79250 2.64986 -1.45815
C -2.75211 1.82857 -0.92397
C -3.26364 0.85158 -1.77680
C -4.22600 -0.03142 -1.33024
C -4.69403 0.04446 -0.02847
C -4.20491 1.02644 0.81273
C -3.24054 1.91893 0.37492
H -2.88548 2.68508 1.04807
H -4.57257 1.10389 1.82563
H -5.43190 -0.65784 0.32559
H -4.60384 -0.79170 -1.99649
H -2.88347 0.80295 -2.78530
H -0.72643 1.69970 0.89410
H 1.90020 3.06289 0.16944
H 0.88673 3.57111 1.52553
H 2.72391 2.01303 2.22729
H 4.34440 2.09249 0.35846
H 5.99729 1.25197 -1.26714
H 5.75720 -0.94807 -2.29867
H 3.84066 -2.41960 -1.74180
H -0.22373 -0.16102 2.29621
H 0.25786 -1.86253 2.34370
H -1.56861 -5.69178 -0.69462
H 0.06145 -5.10287 -0.30944
H -0.73781 -4.57615 -1.79439

Cartesian forces, eV/Å:
-0.24 -0.06 0.12
0.30 -0.08 -0.31
-0.43 -0.16 0.20
0.29 0.16 -0.05
-0.18 -0.19 -0.02
-0.18 0.13 0.15
0.12 0.10 -0.08
-0.05 0.01 0.14
-0.26 0.00 -0.08
0.06 -0.03 0.13
-0.17 -0.34 -0.03
0.16 0.70 0.21
-0.05 0.06 0.08
0.09 -0.10 -0.12
0.07 0.12 0.01
-0.01 0.17 0.09
0.21 -0.52 -0.43
0.08 -0.35 -0.02
-0.13 0.57 0.07
0.12 0.01 -0.06
-0.15 -0.26 0.01
-0.03 0.31 -0.10
-0.05 -0.04 0.01
0.35 -0.12 0.30
0.03 -0.02 -0.08
-0.06 0.00 0.12
-0.37 -0.13 -0.16
-0.08 -0.17 -0.08
0.17 0.21 0.00
0.02 0.01 0.01
-0.11 -0.06 0.09
-0.06 -0.08 0.01
0.20 0.26 -0.09
0.07 0.06 0.04
-0.03 0.00 0.08
-0.07 -0.07 0.04
-0.02 -0.07 -0.07
0.06 -0.02 -0.11
0.04 -0.09 -0.02
0.05 0.08 0.02
0.06 0.07 0.04
-0.11 -0.10 0.05
0.03 0.11 0.02
0.06 0.05 -0.01
0.06 -0.03 -0.06
-0.01 -0.12 -0.05
-0.01 -0.02 0.03
0.00 0.08 0.03
-0.01 0.00 0.01
0.12 -0.03 0.00
0.06 0.00 -0.09


- Which of these has the lowest energy above the lowest of the compared OMol25 structures with the same formula, charge and spin?
  number 3


- What is the F_max in the third record?
  0.7 eV Å⁻¹


- What is the formula in the second record?
  C21H25N3O2


- Look up the calculated total energy of the third one.
  -1130.0202 a.u.